Molecular formula: C41H38IIrN6O6S
Method: DFT, ωB97M-V/def2-TZVPD

XYZ file:
```
94
Properties=species:S:1:pos:R:3:lowdin_spin:R:1
Ir 0.263 0.260 0.280 1.53
C -2.673 4.020 1.011 0.00
C -2.316 3.134 2.165 0.03
N -2.629 3.537 3.383 0.08
C -2.263 2.777 4.425 0.00
C -1.629 1.563 4.315 0.05
C -1.284 0.777 5.545 0.01
O 0.099 0.443 5.640 0.01
C -1.327 1.070 3.019 0.05
C -0.690 -0.182 2.833 0.49
N -0.959 -0.911 1.652 0.50
C -1.642 -2.082 1.834 0.03
C -1.846 -2.602 3.147 0.11
C -2.551 -3.755 3.388 -0.01
C -3.096 -4.469 2.328 0.12
C -2.943 -3.989 1.039 -0.01
C -2.254 -2.814 0.778 0.12
I -2.378 -2.137 -1.174 0.03
C -1.621 1.923 1.920 0.11
O -1.191 1.689 0.699 0.19
H -3.069 4.958 1.391 0.00
H -3.427 3.547 0.376 0.00
H -1.798 4.214 0.387 0.00
H -2.509 3.170 5.407 0.00
H -1.815 -0.180 5.553 0.00
H -1.604 1.338 6.429 0.00
H 0.617 1.213 5.377 0.00
H -0.074 -0.628 3.599 0.02
H -1.420 -2.075 3.986 0.01
H -2.669 -4.105 4.405 0.00
H -3.649 -5.384 2.499 0.01
H -3.399 -4.518 0.213 0.00
O 3.295 -0.613 2.135 0.02
N 3.864 0.490 1.736 0.03
C 5.185 0.457 1.427 -0.01
C 5.856 1.563 0.975 0.02
C 5.166 2.765 0.842 0.00
C 3.831 2.795 1.167 0.02
C 3.151 1.656 1.619 0.02
S 1.482 1.729 2.028 0.22
H 5.635 -0.512 1.583 0.00
H 6.907 1.478 0.736 0.00
H 5.663 3.656 0.484 0.00
H 3.247 3.697 1.061 0.00
C 2.250 -5.102 -2.025 0.00
O 1.334 -4.161 -1.476 0.00
C 1.170 -4.285 -0.118 0.00
C 0.459 -5.345 0.421 0.00
C 0.338 -5.476 1.796 0.00
C 0.916 -4.536 2.634 0.00
C 1.596 -3.454 2.100 0.00
C 1.729 -3.325 0.722 0.00
N 2.519 -2.273 0.211 0.01
C 2.072 -1.380 -0.698 0.01
N 2.992 -0.523 -1.176 0.01
C 2.622 0.805 -1.491 0.00
C 1.485 1.375 -0.918 0.00
C 1.203 2.702 -1.255 0.00
C 2.027 3.415 -2.104 0.00
C 3.170 2.838 -2.654 0.00
C 3.466 1.523 -2.345 0.00
O 4.567 0.842 -2.780 0.00
C 5.301 1.419 -3.844 0.00
N 0.782 -1.279 -1.068 0.05
C 0.573 -0.984 -2.450 0.01
C 1.270 -1.706 -3.413 0.01
C 1.078 -1.486 -4.767 0.00
C 0.161 -0.539 -5.185 0.01
C -0.562 0.183 -4.246 0.00
C -0.365 -0.034 -2.890 0.01
O -1.047 0.643 -1.925 0.06
C -1.900 1.711 -2.305 0.00
H 2.281 -4.919 -3.097 0.00
H 1.924 -6.128 -1.844 0.00
H 3.249 -4.963 -1.600 0.00
H 0.007 -6.064 -0.252 0.00
H -0.215 -6.309 2.210 0.00
H 0.822 -4.632 3.708 0.00
H 2.034 -2.693 2.737 0.00
H 3.110 -1.799 0.916 0.00
H 3.971 -0.736 -1.053 0.00
H 0.335 3.175 -0.810 0.00
H 1.795 4.447 -2.338 0.00
H 3.811 3.415 -3.306 0.00
H 6.006 0.660 -4.173 0.00
H 5.852 2.304 -3.512 0.00
H 4.643 1.691 -4.672 0.00
H 1.972 -2.458 -3.078 0.00
H 1.640 -2.063 -5.490 0.00
H -0.003 -0.358 -6.239 0.00
H -1.275 0.924 -4.575 0.00
H -2.260 2.132 -1.372 0.00
H -2.739 1.341 -2.901 0.00
H -1.346 2.466 -2.869 0.00
```

Summary:
Energy relative to the best compared isomer or geometry (same formula, charge and spin) = 93.58 kJ/mol
Frontier orbital gap (alpha / beta) = 0.247 / 0.196 hartree
2S+1 = 5
E_tot = -3165.1693 a.u.

---

Molecular formula: C41H38InN8O4Si
Method: DFT, ωB97M-V/def2-TZVPD

XYZ file:
```
93
Properties=species:S:1:pos:R:3:mulliken_charge:R:1
In -0.359 -0.137 0.350 2.67
O 0.522 -4.022 -1.371 -0.72
C 0.297 -2.848 -1.134 -0.30
N 0.438 -2.198 0.058 0.52
C 1.047 -2.874 1.082 -0.75
O 1.954 -3.680 0.988 -0.72
C 0.496 -2.557 2.458 0.75
C 1.028 -3.200 3.567 -0.86
C 0.483 -2.930 4.809 -0.50
C -0.573 -2.034 4.896 -1.03
C -1.025 -1.431 3.734 -0.22
N -0.501 -1.683 2.540 0.42
C -0.249 -1.993 -2.261 0.82
C -0.463 -2.554 -3.511 -0.92
C -0.925 -1.734 -4.524 -0.66
C -1.159 -0.391 -4.260 -1.29
C -0.927 0.083 -2.980 -0.52
N -0.488 -0.714 -2.011 0.97
H 1.845 -3.892 3.421 0.57
H 0.872 -3.411 5.698 0.41
H -1.036 -1.796 5.845 0.46
H -1.831 -0.708 3.758 0.50
H -0.243 -3.602 -3.653 0.66
H -1.093 -2.134 -5.517 0.46
H -1.514 0.283 -5.028 0.51
H -1.089 1.119 -2.705 0.44
C 3.426 -0.660 1.561 -0.71
C 2.631 0.449 2.181 0.46
C 3.204 1.345 3.068 -1.17
C 2.384 2.317 3.639 -0.73
C 1.042 2.360 3.356 -1.00
C 0.493 1.404 2.466 0.55
N 1.331 0.501 1.881 0.39
N -0.789 1.276 2.090 -0.24
Si -2.132 2.054 2.846 0.52
C -1.907 2.171 4.727 -1.34
C -3.702 1.050 2.582 -1.04
C -2.453 3.796 2.228 -1.39
H 3.449 -1.524 2.229 0.21
H 4.455 -0.348 1.375 0.49
H 2.966 -0.966 0.625 -0.61
H 4.261 1.291 3.290 0.50
H 2.809 3.054 4.312 0.40
H 0.413 3.130 3.778 0.37
H -1.365 1.311 5.128 0.31
H -2.892 2.202 5.202 0.47
H -1.369 3.068 5.040 0.37
H -3.501 -0.017 2.476 0.15
H -4.229 1.377 1.683 0.17
H -4.377 1.186 3.431 0.64
H -1.547 4.406 2.263 0.34
H -3.215 4.278 2.849 0.42
H -2.817 3.782 1.198 0.34
C 3.530 -1.079 -2.057 -1.55
N 2.436 -0.275 -1.550 0.76
C 2.487 0.977 -1.776 -0.85
C 1.494 1.947 -1.400 0.06
C 1.544 3.290 -1.768 -0.91
C 0.390 3.894 -1.251 -1.64
C -0.301 2.886 -0.590 -0.32
N 0.353 1.707 -0.670 0.96
C 3.119 -1.904 -3.257 0.61
C 2.875 -1.285 -4.481 -0.24
C 2.518 -2.030 -5.592 -0.66
C 2.392 -3.412 -5.490 -0.41
C 2.613 -4.033 -4.272 -0.75
C 2.973 -3.281 -3.159 -0.10
H 3.851 -1.762 -1.265 0.39
H 4.395 -0.454 -2.330 0.62
H 3.343 1.412 -2.316 0.20
H 2.334 3.748 -2.346 0.51
H 0.084 4.925 -1.339 0.45
H -1.246 2.945 -0.078 0.28
H 2.959 -0.206 -4.557 0.37
H 2.333 -1.534 -6.537 0.40
H 2.113 -3.999 -6.357 0.37
H 2.489 -5.105 -4.174 0.40
H 3.114 -3.766 -2.200 0.27
O -3.145 1.520 -0.727 -0.73
C -3.376 0.341 -0.526 -0.86
N -2.511 -0.574 0.013 1.54
C -3.116 -1.819 0.072 -0.31
O -2.629 -2.852 0.473 -0.68
C -4.517 -1.673 -0.467 0.09
C -5.529 -2.595 -0.629 -0.61
C -6.728 -2.138 -1.171 -0.49
C -6.889 -0.803 -1.534 -0.53
C -5.856 0.117 -1.367 -0.59
C -4.676 -0.352 -0.828 0.55
H -5.387 -3.630 -0.343 0.52
H -7.551 -2.827 -1.317 0.42
H -7.834 -0.480 -1.955 0.41
H -5.964 1.157 -1.647 0.51
```

Summary:
Energy relative to the best compared isomer or geometry (same formula, charge and spin) = 0.00 kJ/mol
Frontier orbital gap = 0.267 hartree
E_tot = -2804.1392 a.u.
Total charge = -1

---

Molecular formula: C41H38IrN3OSSb
Method: DFT, ωB97M-V/def2-TZVPD

XYZ file:
```
86
Properties=species:S:1:pos:R:3:lowdin_spin:R:1
Ir 0.444 -0.057 -0.130 0.09
C -3.664 -0.258 0.795 0.00
C -2.324 -0.101 0.169 0.00
N -1.225 -0.431 0.768 0.00
N -1.117 -0.994 1.992 0.00
C 0.146 -1.009 2.410 0.00
O 1.147 -0.530 1.732 0.01
C 0.435 -1.564 3.737 0.00
C -0.604 -1.922 4.598 0.00
C -0.312 -2.435 5.850 0.00
C 1.010 -2.595 6.244 0.00
C 2.045 -2.241 5.389 0.00
C 1.763 -1.725 4.137 0.00
C -2.122 0.443 -1.192 0.00
C -3.172 0.813 -2.013 0.00
C -2.907 1.231 -3.313 0.00
C -1.600 1.267 -3.759 0.00
C -0.585 0.904 -2.887 0.00
N -0.832 0.515 -1.641 0.00
H -3.561 -0.689 1.786 0.00
H -4.300 -0.906 0.189 0.00
H -4.157 0.713 0.875 0.00
H -1.629 -1.793 4.283 0.00
H -1.115 -2.711 6.520 0.00
H 1.234 -3.001 7.222 0.00
H 3.073 -2.372 5.699 0.00
H 2.562 -1.444 3.464 0.00
H -4.186 0.760 -1.643 0.00
H -3.719 1.515 -3.968 0.00
H -1.353 1.579 -4.763 0.00
H 0.455 0.927 -3.185 0.00
S 0.933 -2.229 -0.697 0.49
C -0.264 -3.333 -1.202 0.09
C -1.575 -2.997 -1.594 0.08
C -2.443 -3.987 -1.985 0.00
C -2.030 -5.323 -1.992 0.14
C -0.733 -5.667 -1.615 -0.01
C 0.151 -4.686 -1.229 0.09
H -1.886 -1.965 -1.608 0.00
H -3.448 -3.735 -2.297 0.00
H -2.722 -6.095 -2.299 0.01
H -0.419 -6.701 -1.628 0.00
H 1.162 -4.937 -0.937 0.00
C 0.168 1.778 3.938 0.00
C -0.081 3.219 3.594 0.00
C -0.477 4.120 4.577 0.00
C -0.739 5.449 4.275 0.00
C -0.609 5.907 2.973 0.00
C -0.207 5.029 1.978 0.00
C 0.061 3.699 2.292 0.00
Sb 0.810 2.506 0.712 0.00
C 0.691 3.854 -0.924 0.00
C -0.539 3.870 -1.585 0.00
C -0.765 4.720 -2.655 0.00
C 0.257 5.556 -3.080 0.00
C 1.470 5.559 -2.410 0.00
C 1.709 4.732 -1.313 0.00
C 3.023 4.848 -0.588 0.00
C 2.858 2.206 1.155 0.00
C 3.409 2.672 2.338 0.00
C 4.745 2.420 2.629 0.00
C 5.520 1.699 1.736 0.00
C 4.963 1.222 0.554 0.00
C 3.632 1.471 0.255 0.00
C 3.041 0.953 -1.026 0.00
H 0.176 1.622 5.015 0.00
H 1.128 1.425 3.549 0.00
H -0.622 1.145 3.524 0.00
H -0.583 3.771 5.597 0.00
H -1.046 6.127 5.060 0.00
H -0.814 6.940 2.730 0.00
H -0.104 5.390 0.962 0.00
H -1.352 3.239 -1.239 0.00
H -1.732 4.742 -3.141 0.00
H 0.103 6.224 -3.916 0.00
H 2.251 6.240 -2.726 0.00
H 3.476 5.818 -0.786 0.00
H 3.734 4.081 -0.905 0.00
H 2.902 4.753 0.492 0.00
H 2.807 3.245 3.035 0.00
H 5.175 2.787 3.551 0.00
H 6.559 1.499 1.958 0.00
H 5.574 0.657 -0.138 0.00
H 3.729 0.362 -1.625 0.00
H 2.586 1.735 -1.637 0.00
H 2.228 0.204 -0.772 0.00
```

Summary:
Frontier orbital gap (alpha / beta) = 0.264 / 0.204 hartree
2S+1 = 2
E_tot = -2566.9243 a.u.
Total charge = +2

---

- What is the E_tot in the third record?
  -2566.9243 a.u.